--- w ---
2 unconnected molecules or ions with the total composition CH2N2O3, computed with the ωB97M-V functional and the def2-TZVPD basis.

```
8
Properties=species:S:1:pos:R:3
C -2.0837 0.8140 -0.7663
N -1.5139 0.4551 0.1996
N 1.7107 -0.6716 0.1713
O -1.2296 -0.0290 1.2461
O 2.4134 0.1986 0.5746
O 0.7629 -0.6058 -0.5501
H -1.9978 1.5547 -1.4608
H 1.9380 -1.7160 0.5857
```

## Properties
Highest occupied orbital energy ... -0.3711 Ha
Charge ... 0
Gap between HOMO and LUMO ... 10.44 eV
Multiplicity ... 1
SMILES ... O=[NH+][O-].C#[N+][O-]

---

--- x ---
2 unconnected molecules or ions with the total composition CH2N2O3, computed with the ωB97M-V functional and the def2-TZVPD basis.

```
8
Properties=species:S:1:pos:R:3
C 0.1430 -1.5459 -1.3005
N -0.9939 -1.3018 -0.9712
N 0.8540 1.4848 0.7060
O 1.1915 -1.8425 -1.7282
O 0.7606 1.0741 -0.4031
O -0.3069 1.4631 1.4793
H -1.4540 -0.9429 -0.2344
H -0.1943 1.6112 2.4522
```

## Properties
Highest occupied orbital energy ... -0.3893 Ha
Charge ... 0
Gap between HOMO and LUMO ... 10.47 eV
Multiplicity ... 1
SMILES ... N=C=O.O=NO

---

Which of them is most stable, and which least? Most stable: x; least stable: w.

---

--- w ---
C3H8N2O in the gas phase, computed with the ωB97M-V functional and the def2-TZVPD basis.

```
14
Properties=species:S:1:pos:R:3
C 1.0303 -0.1679 -2.0194
N -0.0420 0.6243 -1.4014
C 0.0332 0.9607 -0.0027
C -0.2303 -0.2306 0.8823
N -1.0717 -0.0286 1.9312
O 0.2640 -1.3381 0.7299
H 0.6339 -1.1749 -2.1296
H 1.8613 -0.3223 -1.3311
H 1.3052 0.3405 -2.9354
H -0.3794 1.3828 -1.9693
H -0.6923 1.7361 0.2351
H 1.0708 1.2917 0.1938
H -1.4863 0.8805 2.0222
H -1.1990 -0.7898 2.5725
```

## Properties
Highest occupied orbital energy ... -0.3110 Ha
Charge ... 0
Gap between HOMO and LUMO ... 9.35 eV
Multiplicity ... 1
SMILES ... CNCC(N)=O

---

--- x ---
2 unconnected molecules or ions with the total composition C3H8N2O, computed with the ωB97M-V functional and the def2-TZVPD basis.

```
14
Properties=species:S:1:pos:R:3
O 1.0713 -0.7362 -1.4468
C 1.1571 0.4633 -1.2564
C 2.4095 1.0682 -0.7490
H 0.3002 1.0983 -1.5363
H 2.9596 0.2462 -0.2771
H 3.0743 1.5046 -1.5066
H 2.1622 1.8709 -0.0538
N -1.1797 -0.7437 0.1373
C -1.3168 -0.2320 1.3976
N -2.4795 -0.0160 1.9044
H -0.2341 -0.5578 -0.1893
H -2.0019 -1.2210 -0.1898
H -0.4691 -0.0438 2.0641
H -2.3676 0.3393 2.8498
```

## Properties
Highest occupied orbital energy ... -0.3279 Ha
Charge ... 0
Gap between HOMO and LUMO ... 9.47 eV
Multiplicity ... 1
SMILES ... [H]/N=C/N.CC=O

---

--- y ---
2 unconnected molecules or ions with the total composition C3H8N2O, computed with the ωB97M-V functional and the def2-TZVPD basis.

```
14
Properties=species:S:1:pos:R:3
C -1.5083 0.6058 2.8931
C -1.3873 0.1900 1.5565
O -2.3586 -0.4626 0.7797
H -2.4973 0.5203 3.3760
H -0.5567 0.5963 3.5599
H -0.5543 0.6235 0.8809
H -2.9493 -0.3715 1.5110
N 2.6222 -0.2653 -1.5358
C 1.5194 -0.2872 -2.4431
N 0.6106 0.6024 -2.3783
H 2.4091 -0.1193 -0.5716
H 3.3972 -0.8588 -1.7906
H 1.5868 -1.1154 -3.2122
H -0.3334 0.3416 -2.6255
```

## Properties
Highest occupied orbital energy ... -0.3303 Ha
Charge ... 0
Gap between HOMO and LUMO ... 9.93 eV
Multiplicity ... 1
SMILES ... [H]/N=C/N.C=CO

---

--- z ---
2 unconnected molecules or ions with the total composition C3H8N2O, computed with the ωB97M-V functional and the def2-TZVPD basis.

```
14
Properties=species:S:1:pos:R:3
O 2.0793 -1.6670 0.5403
C 2.9716 -1.5517 1.3518
C 3.1323 -2.5460 2.4665
H 3.8254 -0.8683 1.0921
H 3.2425 -3.5193 2.0090
H 3.8511 -2.1580 3.1916
H 2.1275 -2.5920 2.8967
N -2.4942 2.4224 -1.0313
C -3.2567 2.3389 -2.1859
N -4.2090 1.5199 -2.3751
H -1.4985 2.4184 -1.2824
H -2.5240 1.6283 -0.3944
H -2.8571 3.0578 -2.8957
H -4.3902 1.5166 -3.3832
```

## Properties
Highest occupied orbital energy ... -0.3484 Ha
Charge ... 0
Gap between HOMO and LUMO ... 10.36 eV
Multiplicity ... 1
SMILES ... [H]/N=C/N.CC=O

---

Which of them is most stable, and which least? Most stable: w; least stable: y.

---

--- w ---
C3H8N2O in the gas phase, computed with the ωB97M-V functional and the def2-TZVPD basis.

```
14
Properties=species:S:1:pos:R:3
C 0.7837 0.1300 0.3392
C -0.3120 -0.9670 -0.2598
N 0.5637 1.4459 -0.1846
C -1.6693 -0.4824 0.0121
O 2.1105 -0.2830 0.0278
N -2.1916 0.6123 0.2468
H 2.2636 -1.1720 0.3628
H 0.6567 0.1724 1.4331
H 1.2044 2.1129 0.2340
H 0.7238 1.4473 -1.1871
H -1.5146 1.3791 0.3251
H -0.1339 -1.0412 -1.3335
H -0.1208 -1.9198 0.2329
H -2.3644 -1.4346 -0.2488
```

## Properties
Highest occupied orbital energy ... -0.3358 Ha
Charge ... 0
Gap between HOMO and LUMO ... 9.87 eV
Multiplicity ... 1
SMILES ... [H]/N=C\C[C@H](N)O

---

--- x ---
C3H8N2O in the gas phase, computed with the ωB97M-V functional and the def2-TZVPD basis.

```
14
Properties=species:S:1:pos:R:3
N 2.4012 0.9686 0.0644
C 1.0688 1.0706 -0.4749
C 0.2829 -0.2849 -0.3580
N -1.1130 -0.0007 -0.1702
C -2.0608 -1.2142 0.1056
O 0.7904 -1.3781 -0.4374
H 2.4472 1.4273 0.9821
H 2.6925 -0.0090 0.4617
H 0.9900 1.6250 -1.3595
H 0.5962 1.6162 0.3376
H -1.4131 0.6695 0.4985
H -1.6966 -2.1736 -0.5577
H -2.8749 -0.8027 -0.3203
H -2.1106 -1.5139 1.2280
```

## Properties
Highest occupied orbital energy ... -0.3444 Ha
Charge ... 0
Gap between HOMO and LUMO ... 10.14 eV
Multiplicity ... 1
SMILES ... CNC(=O)CN

---

--- y ---
C3H8N2O in the gas phase, computed with the ωB97M-V functional and the def2-TZVPD basis.

```
14
Properties=species:S:1:pos:R:3
N 1.7408 0.7858 -1.0018
C 0.8214 1.3285 -0.0241
C -0.1919 0.2784 0.4343
N -0.3640 -0.7126 -0.4965
C -1.3192 -1.7665 -0.2787
O -0.6917 0.2326 1.5357
H 2.2472 -0.0027 -0.6111
H 2.4429 1.4191 -1.3513
H 0.2392 2.0924 -0.5502
H 1.3751 1.7402 0.8179
H 0.0814 -0.5466 -1.3836
H -2.2458 -1.5860 -0.8238
H -1.5609 -1.9323 0.7614
H -0.8769 -2.7128 -0.6115
```

## Properties
Highest occupied orbital energy ... -0.3480 Ha
Charge ... 0
Gap between HOMO and LUMO ... 10.40 eV
Multiplicity ... 1
SMILES ... CNC(=O)CN

---

Which of them is most stable, and which least? Most stable: y; least stable: x.

---

--- w ---
2 unconnected molecules or ions with the total composition CHFNO3S, computed with the ωB97M-V functional and the def2-TZVPD basis.

```
8
Properties=species:S:1:pos:R:3
C 1.9830 -1.1082 -0.1322
N 1.6051 0.0056 0.0126
O -0.5475 1.4987 -0.3136
O -2.1025 0.0786 1.4319
O -2.5224 0.0274 -0.9282
F 2.6915 -2.2110 0.0312
S -1.4623 -0.2115 0.0640
H 0.3552 1.9203 -0.1657
```

## Properties
Highest occupied orbital energy ... -0.1552 Ha
Charge ... -1
Gap between HOMO and LUMO ... 6.86 eV
Multiplicity ... 1

---

--- x ---
A gas-phase ion, CHFNO3S (charge -1), computed with the ωB97M-V functional and the def2-TZVPD basis.

```
8
Properties=species:S:1:pos:R:3
C -0.2640 -0.4158 0.8472
N -1.3576 -0.8987 0.6215
O -0.1334 1.8004 -0.5931
O 0.2766 -0.4214 -1.6027
O 2.0188 0.6453 -0.4210
F 0.4730 -0.7081 1.9886
S 0.6004 0.5347 -0.5728
H -1.6138 -0.5364 -0.2678
```

## Properties
Highest occupied orbital energy ... -0.2024 Ha
Charge ... -1
Gap between HOMO and LUMO ... 9.79 eV
Multiplicity ... 1
SMILES ... [H]/N=C(/F)S(=O)(=O)[O-]

---

Which of them is most stable, and which least? Most stable: x; least stable: w.

---

--- w ---
2 unconnected molecules or ions with the total composition C3H7NO3, computed with the ωB97M-V functional and the def2-TZVPD basis.

```
14
Properties=species:S:1:pos:R:3
C -0.4729 -0.3079 0.5021
C 0.9431 -0.0630 -1.2667
C 0.9500 -0.0323 0.3663
N -1.5394 -0.6145 0.8515
O 1.7957 -1.0642 1.0096
O 1.4463 1.1472 0.7723
O -3.2420 1.0652 -0.0953
H -2.5523 0.1404 0.2726
H 0.0167 0.2084 -1.7445
H 1.7178 0.6860 -1.5135
H 1.2440 -1.0645 -1.6764
H 1.4678 -1.6515 1.6348
H 2.3008 0.8208 1.0646
H -4.0757 0.7297 -0.1772
```

## Properties
Highest occupied orbital energy ... -0.3602 Ha
Charge ... 0
Gap between HOMO and LUMO ... 10.17 eV
Multiplicity ... 1
SMILES ... CC(O)(O)C#N.O

---

--- x ---
C3H7NO3 in the gas phase, computed with the ωB97M-V functional and the def2-TZVPD basis.

```
14
Properties=species:S:1:pos:R:3
C -0.4906 0.8116 0.4071
C -1.3175 -0.3167 -0.0965
O -2.5224 -0.6343 0.5799
N 0.9011 0.9523 0.2056
C 1.8813 0.0653 -0.1749
O 1.8293 -1.2851 0.1204
O 2.8764 0.4375 -0.7782
H -0.7502 0.7656 1.5152
H -0.9455 1.8461 0.1571
H -0.5926 -1.1423 -0.0356
H -1.4811 -0.1449 -1.2135
H -2.9024 -1.4397 0.1907
H 1.1861 1.7405 -0.3607
H 2.3282 -1.6559 -0.5167
```

## Properties
Highest occupied orbital energy ... -0.3685 Ha
Charge ... 0
Gap between HOMO and LUMO ... 10.67 eV
Multiplicity ... 1
SMILES ... O=C(O)NCCO

---

--- y ---
2 unconnected molecules or ions with the total composition C3H7NO3, computed with the ωB97M-V functional and the def2-TZVPD basis.

```
14
Properties=species:S:1:pos:R:3
C 0.5534 -1.1536 0.4732
C 0.5718 0.9059 -0.8728
C 0.1366 -0.2904 -0.6483
N -0.6612 -0.9523 -1.6085
O -0.0645 -1.8981 -2.1274
O -1.7414 -0.4896 -1.9214
O -0.8407 1.9928 2.3129
H 1.1101 -2.0855 0.2154
H -0.4067 -1.4372 1.0847
H 1.1533 -0.5531 1.0991
H 1.3011 1.3689 -0.0920
H -0.5981 0.9874 2.4648
H 0.2313 1.4744 -1.7017
H -0.7450 2.1306 1.3219
```

## Properties
Highest occupied orbital energy ... -0.3981 Ha
Charge ... 0
Gap between HOMO and LUMO ... 10.53 eV
Multiplicity ... 1
SMILES ... C=C(C)[N+](=O)[O-].O

---

--- z ---
C3H7NO3 in the gas phase, computed with the ωB97M-V functional and the def2-TZVPD basis.

```
14
Properties=species:S:1:pos:R:3
C -1.2112 0.5419 -0.1036
C 2.0362 0.1278 0.1412
C -0.3421 -0.6634 -0.1467
O 0.9084 0.0658 -0.7456
O -2.5633 0.2056 -0.2437
O -0.9680 1.2998 1.0677
N -0.4931 -1.8992 -0.2597
H -2.6950 -0.2109 -1.1119
H -1.7954 1.4407 1.5530
H -0.2476 1.0275 -0.8624
H 0.3684 -2.3964 -0.4824
H 1.7323 0.0548 1.1893
H 2.7373 -0.6893 -0.0390
H 2.5331 1.0953 0.0436
```

## Properties
Highest occupied orbital energy ... -0.3303 Ha
Charge ... 0
Gap between HOMO and LUMO ... 9.63 eV
Multiplicity ... 1
SMILES ... [H]/N=C(\OC)C(O)O

---

Which of them is most stable, and which least? Most stable: x; least stable: y.

---

--- w ---
2 unconnected molecules or ions with the total composition C3H7NO3, computed with the ωB97M-V functional and the def2-TZVPD basis.

```
14
Properties=species:S:1:pos:R:3
C -1.1902 0.6421 0.3536
C -0.1802 0.5707 -0.8115
C -1.2511 -0.8945 0.6491
N 0.5211 -0.6603 -0.7330
O -0.2014 -1.5026 -0.0820
O 3.0229 0.4918 -0.0673
O 2.0444 -0.1560 0.6385
H -0.6514 1.1984 1.0761
H -2.2073 1.0706 0.0521
H -0.4656 0.5059 -1.9857
H 0.6129 1.3800 -0.8150
H -1.3587 -1.0995 1.8019
H -2.2420 -1.2825 0.2406
H 3.5466 -0.2642 -0.3175
```

## Properties
Highest occupied orbital energy (spin up / spin down) ... -0.2951 / -0.3513 Ha
Charge ... 0
Gap between HOMO and LUMO (spin up / spin down) ... 8.20 / 10.32 eV
Multiplicity ... 1

---

--- x ---
C3H7NO3 in the gas phase, computed with the ωB97M-V functional and the def2-TZVPD basis.

```
14
Properties=species:S:1:pos:R:3
C 0.6974 -0.4615 1.3315
C 0.4981 -0.1174 -1.3687
C -0.0508 0.2364 0.0964
N -1.4981 -0.2622 0.1200
O -1.6745 -1.4090 0.3579
O -2.3340 0.5307 -0.2907
O 0.0058 1.6253 0.3081
H 0.3238 0.2188 2.1099
H 1.7592 -0.3084 1.2654
H 0.3992 -1.5561 1.3519
H 1.5073 -0.6484 -1.0878
H 0.7603 0.8856 -1.8229
H -0.0844 -0.9037 -1.9715
H -0.3095 2.1699 -0.3998
```

## Properties
Highest occupied orbital energy ... -0.3977 Ha
Charge ... 0
Gap between HOMO and LUMO ... 11.31 eV
Multiplicity ... 1
SMILES ... CC(C)(O)[N+](=O)[O-]

---

Which of them is most stable, and which least? Most stable: x; least stable: w.